1.
Formula: C35H34B3NO7
Source: the Open Molecules 2025 dataset
Level of theory: the ωB97M-V functional and the def2-TZVPD basis

Properties
SMILES: O=C1c2ccccc2C(=O)c2ccccc21.O=C1c2ccccc2C(=O)c2ccccc21.CCCCCB1OBOB(CCN)O1
HOMO, eV: -9.09
Total energy, eV: -54707.225
LUMO, eV: -1.178

ORCA input file:
```
! wB97M-V def2-TZVPD RIJCOSX def2/J DEFGRID3
* xyz 0 1
O -3.63 6.45 3.57
C -3.13 5.56 4.22
C -2.00 4.75 3.69
C -1.50 5.05 2.43
C -0.43 4.32 1.92
C 0.13 3.29 2.67
C -0.37 2.99 3.92
C -1.44 3.71 4.43
C -1.97 3.35 5.78
O -1.51 2.42 6.41
C -3.09 4.18 6.32
C -3.58 3.89 7.59
C -4.60 4.65 8.12
C -5.14 5.71 7.40
C -4.66 6.00 6.13
C -3.63 5.23 5.59
H -1.95 5.85 1.86
H -0.04 4.55 0.94
H 0.96 2.73 2.26
H 0.05 2.19 4.51
H -3.15 3.06 8.14
H -4.99 4.43 9.11
H -5.94 6.31 7.82
H -5.06 6.81 5.55
O 1.04 -2.62 -2.82
C 0.78 -3.76 -3.14
C -0.07 -4.64 -2.29
C -0.60 -4.11 -1.12
C -1.42 -4.90 -0.32
C -1.70 -6.21 -0.68
C -1.16 -6.74 -1.84
C -0.34 -5.96 -2.65
C 0.24 -6.56 -3.89
O 0.04 -7.72 -4.18
C 1.07 -5.67 -4.76
C 1.61 -6.19 -5.93
C 2.37 -5.37 -6.76
C 2.60 -4.04 -6.41
C 2.06 -3.53 -5.24
C 1.31 -4.35 -4.41
H -0.38 -3.09 -0.85
H -1.83 -4.49 0.60
H -2.34 -6.82 -0.06
H -1.36 -7.76 -2.14
H 1.42 -7.22 -6.19
H 2.79 -5.78 -7.67
H 3.19 -3.41 -7.06
H 2.23 -2.51 -4.95
C -1.26 2.06 -2.25
C -1.81 1.12 -1.17
C -0.77 0.10 -0.67
C -0.44 0.21 0.83
C 1.03 -0.10 1.18
B 2.09 0.78 0.44
O 2.75 1.86 1.05
B 4.06 2.01 0.67
O 4.67 0.98 -0.02
B 3.89 0.30 -0.95
C 4.49 -0.68 -2.01
C 4.37 -0.18 -3.46
N 2.96 -0.07 -3.84
O 2.52 0.49 -0.84
H -0.78 2.93 -1.80
H -2.06 2.45 -2.89
H -0.53 1.56 -2.88
H -2.17 1.71 -0.33
H -2.68 0.60 -1.58
H -1.15 -0.91 -0.87
H 0.14 0.20 -1.26
H -1.08 -0.47 1.39
H -0.69 1.21 1.19
H 1.16 0.02 2.26
H 1.24 -1.15 0.95
H 4.65 3.02 0.87
H 3.94 -1.62 -1.93
H 5.54 -0.89 -1.78
H 4.82 0.81 -3.55
H 4.95 -0.86 -4.10
H 2.84 -0.19 -4.84
H 2.41 -0.79 -3.38
*
```

2.
Formula: C4H5F2HgMgO2
Source: the Open Molecules 2025 dataset
Level of theory: the ωB97M-V functional and the def2-TZVPD basis

Properties
HOMO (alpha / beta), eV: -2.47 / -3.37
Total energy, eV: -23376.101
Expectation value of S²: 2.01
LUMO (alpha / beta), eV: 3.316 / 2.732

ORCA input file:
```
! wB97M-V def2-TZVPD RIJCOSX def2/J DEFGRID3
* xyz -1 3
O -0.50 -0.95 -3.58
C -0.53 0.47 -3.55
C 0.51 0.91 -2.52
Hg -0.48 -1.29 -1.36
H -1.53 0.85 -3.29
H -0.27 0.90 -4.56
F 0.61 2.39 -2.71
C 2.91 -0.37 -0.66
C 4.21 -0.41 -0.90
O 1.75 0.39 -2.93
H 2.41 0.25 0.10
F 2.16 -1.71 -0.92
H 4.62 -1.09 -1.64
H 4.83 0.40 -0.51
Mg 1.41 -1.20 -4.13
*
```

3.
Formula: C26H54N7O19S3
Source: the Open Molecules 2025 dataset
Level of theory: the ωB97M-V functional and the def2-TZVPD basis

Properties
HOMO, eV: -6.59
Total energy, eV: -109677.686
LUMO, eV: 1.318

ORCA input file:
```
! wB97M-V def2-TZVPD RIJCOSX def2/J DEFGRID3
* xyz -1 1
C 19.75 22.31 15.21
C 19.83 21.41 13.98
C 21.25 20.85 13.80
O 18.89 20.41 14.10
H 20.42 23.18 15.06
H 20.01 21.91 16.19
H 18.79 22.83 15.25
H 19.57 21.94 13.05
H 21.69 20.43 14.70
H 21.89 21.56 13.26
H 21.25 19.98 13.14
O 13.84 21.86 13.95
C 15.06 21.92 13.91
N 15.78 20.77 14.00
C 15.79 23.23 13.81
H 16.80 20.68 14.07
H 15.23 19.93 14.04
H 16.08 23.30 12.76
H 16.59 23.29 14.55
H 14.98 23.95 13.91
O 19.64 26.28 10.87
C 19.20 25.37 11.55
N 20.02 24.42 12.06
C 17.69 25.23 11.77
H 19.68 23.55 12.45
H 20.96 24.66 11.78
H 17.43 25.28 12.83
H 17.38 24.29 11.31
H 17.27 26.09 11.27
O 14.71 23.76 18.22
C 15.83 23.49 17.79
N 16.32 22.24 17.90
C 16.64 24.55 17.06
H 15.67 21.56 18.26
H 17.25 22.05 17.59
H 16.85 25.33 17.80
H 16.17 25.01 16.20
H 17.64 24.18 16.80
O 24.14 17.85 10.05
C 23.75 18.58 10.95
N 22.43 18.89 11.07
C 24.74 19.09 12.00
H 22.26 19.55 11.81
H 21.72 18.32 10.66
H 24.29 19.06 12.99
H 25.24 20.01 11.68
H 25.57 18.42 11.80
O 16.50 18.44 10.01
C 17.06 19.26 10.75
N 17.70 18.84 11.85
C 16.88 20.73 10.52
H 18.29 19.44 12.43
H 17.99 17.88 11.94
H 17.62 21.21 11.18
H 15.93 21.01 10.96
H 17.14 20.95 9.49
O 16.66 19.27 18.22
C 17.53 19.12 17.37
N 17.31 19.23 16.05
C 18.95 18.71 17.77
H 16.39 19.59 15.85
H 18.01 19.40 15.33
H 19.61 19.08 16.99
H 19.03 17.62 17.79
H 19.26 19.13 18.73
N 21.65 24.47 20.20
C 21.04 23.66 21.08
C 19.89 22.93 20.75
C 19.44 22.89 19.45
C 19.99 23.80 18.55
C 21.11 24.48 18.96
H 21.40 23.68 22.10
H 19.43 22.35 21.54
H 18.60 22.26 19.20
H 19.47 24.04 17.63
H 21.56 25.30 18.41
C 21.59 17.39 15.51
C 20.60 17.33 14.34
O 20.46 15.95 14.04
S 21.90 15.21 14.20
O 22.58 15.34 12.94
O 21.83 13.93 14.86
O 22.46 16.29 15.34
H 21.15 17.46 16.51
H 22.21 18.27 15.35
H 20.90 17.88 13.45
H 19.64 17.58 14.79
C 24.78 23.62 12.26
C 24.01 24.15 13.51
O 23.99 23.03 14.37
S 25.38 22.23 14.29
O 25.20 20.85 14.61
O 26.47 22.90 14.94
O 25.60 22.53 12.70
H 25.43 24.37 11.83
H 24.07 23.20 11.55
H 23.02 24.52 13.31
H 24.63 24.94 13.94
C 20.44 26.20 14.72
C 21.09 26.08 16.09
O 20.02 26.31 17.00
S 19.07 27.53 16.42
O 19.55 28.76 16.97
O 17.69 27.23 16.64
O 19.63 27.37 14.89
H 19.79 25.34 14.56
H 21.07 26.20 13.84
H 21.90 26.74 16.39
H 21.40 25.03 16.17
*
```

4.
Formula: C4H12O2
Source: the Open Molecules 2025 dataset
Level of theory: the ωB97M-V functional and the def2-TZVPD basis

Properties
SMILES: CC[C@H](C)O.O
HOMO, eV: -10.17
Total energy, eV: -8436.974
LUMO, eV: 0.854

ORCA input file:
```
! wB97M-V def2-TZVPD RIJCOSX def2/J DEFGRID3
* xyz 0 1
C -1.08 -2.33 1.48
C -1.16 -2.15 -0.03
C -0.65 -0.75 -0.46
C -0.76 -0.67 -1.99
O 0.68 -0.57 -0.03
H -1.90 -1.90 2.06
H -0.22 -1.74 1.85
H -1.11 -3.40 1.66
H -0.64 -2.96 -0.56
H -2.19 -2.19 -0.34
H -1.23 0.05 0.00
H -0.68 0.31 -2.48
H 0.01 -1.31 -2.40
H -1.76 -0.98 -2.31
H 1.29 -1.30 -0.22
O 2.61 5.55 0.80
H 2.12 6.24 1.29
H 1.81 5.02 0.76
*
```

5.
Formula: C6H14O
Source: the Open Molecules 2025 dataset
Level of theory: the ωB97M-V functional and the def2-TZVPD basis

Properties
SMILES: C=CCCCC.O
HOMO, eV: -8.86
Total energy, eV: -8495.370
LUMO, eV: 0.670

ORCA input file:
```
! wB97M-V def2-TZVPD RIJCOSX def2/J DEFGRID3
* xyz 0 1
C -0.18 2.99 -0.28
C -0.09 1.73 -0.72
C -0.54 0.55 0.09
C -0.67 -0.77 -0.67
C 0.66 -1.20 -1.32
C 1.72 -1.49 -0.25
H -0.90 3.25 0.48
H 0.45 3.75 -0.73
H 0.34 1.60 -1.71
H -1.52 0.87 0.48
H 0.01 0.38 1.01
H -1.35 -0.65 -1.52
H -1.02 -1.54 0.02
H 0.59 -2.01 -2.04
H 1.00 -0.37 -1.94
H 2.69 -1.71 -0.70
H 1.88 -0.66 0.42
H 1.45 -2.43 0.22
O -1.36 -0.54 2.77
H -1.02 -1.37 3.12
H -2.16 -0.35 3.26
*
```

6.
Formula: C5H38O15S
Source: the Open Molecules 2025 dataset
Level of theory: the ωB97M-V functional and the def2-TZVPD basis

Properties
HOMO, eV: -8.34
Total energy, eV: -47347.469
LUMO, eV: 0.035

ORCA input file:
```
! wB97M-V def2-TZVPD RIJCOSX def2/J DEFGRID3
* xyz 0 1
O -0.20 0.55 1.83
C 0.08 0.86 0.70
C -1.15 0.85 -0.24
C -0.90 0.50 -1.81
C 0.56 0.00 -2.11
S 0.45 -1.27 -3.37
C 2.13 -1.61 -3.92
H 0.97 1.05 0.12
H -1.59 1.84 -0.09
H -1.83 0.03 0.05
H -1.69 -0.16 -2.16
H -1.09 1.49 -2.28
H 1.14 0.83 -2.50
H 0.96 -0.39 -1.17
H 2.31 -1.23 -4.94
H 2.94 -0.89 -3.50
H 2.40 -2.64 -3.87
H -4.03 -0.59 -1.42
H -4.28 -2.13 -1.89
O -3.72 -1.35 -1.91
H 1.19 -1.78 2.72
H 1.65 -1.34 4.19
O 1.30 -1.06 3.35
H -1.55 4.36 -2.42
H -0.34 5.28 -2.91
O -0.66 4.68 -2.24
H 0.40 -3.86 3.59
H -0.29 -2.74 4.46
O -0.39 -3.28 3.67
H 2.12 -0.11 1.89
H 2.76 1.15 2.01
O 2.81 0.38 1.40
H 2.81 3.76 -0.66
H 2.48 2.33 -0.41
O 3.01 2.88 -1.01
H 0.05 3.25 -0.94
H -0.47 3.95 0.35
O 0.14 3.23 0.02
H -3.78 -0.74 1.19
H -5.19 -0.11 1.29
O -4.38 -0.11 0.76
H 1.98 3.28 -2.81
H 3.26 3.85 -3.25
O 2.38 3.69 -3.60
H -2.72 -2.29 2.83
H -3.96 -3.20 2.57
O -3.62 -2.27 2.45
H -3.19 -3.07 0.05
H -1.89 -2.86 -0.46
O -2.41 -3.63 -0.19
H 4.72 -0.33 -1.97
H 4.84 -1.82 -2.50
O 5.15 -0.92 -2.59
H 0.86 -0.24 5.51
H -0.36 -0.91 5.77
O 0.58 -1.12 5.83
H -0.74 -0.51 3.49
H -1.68 0.76 3.70
O -1.32 -0.03 4.09
*
```

7.
Formula: C3H8NO
Source: the Open Molecules 2025 dataset
Level of theory: the ωB97M-V functional and the def2-TZVPD basis

Properties
HOMO, eV: -14.00
Total energy, eV: -6768.663
LUMO, eV: -5.737

ORCA input file:
```
! wB97M-V def2-TZVPD RIJCOSX def2/J DEFGRID3
* xyz 1 1
C 2.59 -0.20 0.02
N 1.37 0.00 -0.48
H 3.42 0.45 -0.02
H 2.61 -1.17 0.46
H 0.42 -0.39 -0.14
H 1.35 0.74 -1.22
C -1.54 1.29 -0.14
C -1.53 0.13 0.60
O -0.98 -1.12 0.19
H -2.19 2.14 0.15
H -0.99 1.41 -1.12
H -2.06 -0.12 1.55
H -1.43 -1.44 -0.72
*
```

8.
Formula: C23H43N2O2P3Pb
Source: the Open Molecules 2025 dataset
Level of theory: the ωB97M-V functional and the def2-TZVPD basis

Properties
HOMO (alpha / beta), eV: -17.12 / -17.12
Total energy, eV: -64691.616
LUMO (alpha / beta), eV: -14.363 / -13.579

ORCA input file:
```
! wB97M-V def2-TZVPD RIJCOSX def2/J DEFGRID3
* xyz 4 1
Pb -2.43 -0.47 -3.00
P 0.40 0.72 2.69
P -2.97 0.38 0.56
P 2.78 1.21 -0.44
H -3.51 2.00 -4.62
C -2.64 1.38 -4.91
C -2.79 -0.01 -5.08
H -3.83 -0.44 -5.17
C 0.67 2.51 3.12
C -0.85 0.31 3.99
C 1.87 -0.02 3.55
C -4.33 0.62 -0.68
C -3.94 -0.56 1.84
C -3.14 2.04 1.31
C 3.06 0.92 -2.19
C 3.70 -0.08 0.45
C 3.29 2.87 -0.02
H -1.96 1.92 -5.61
H -1.92 -0.61 -5.35
H 0.90 2.60 4.19
H -0.24 3.07 2.88
H 1.49 2.91 2.51
H -0.62 0.86 4.92
H -0.81 -0.77 4.18
H -1.85 0.58 3.65
H 2.21 0.66 4.34
H 2.67 -0.21 2.82
H 1.54 -0.98 3.98
H -5.24 1.03 -0.22
H -4.53 -0.39 -1.04
H -4.00 1.29 -1.48
H -4.90 -0.05 2.02
H -3.39 -0.61 2.78
H -4.14 -1.58 1.49
H -4.16 2.15 1.70
H -2.96 2.79 0.53
H -2.41 2.16 2.11
H 4.13 0.90 -2.42
H 2.57 1.72 -2.76
H 2.57 -0.01 -2.47
H 4.49 -0.39 -0.24
H 3.07 -0.95 0.71
H 4.13 0.32 1.37
H 4.21 3.10 -0.59
H 3.42 2.93 1.06
H 2.48 3.55 -0.31
C -0.21 1.70 -2.78
C -0.66 3.07 -2.78
C 0.06 3.95 -3.58
C 0.95 3.48 -4.59
C 1.02 2.09 -4.84
C 0.38 1.18 -4.00
O -0.24 1.03 -1.65
H 1.37 1.25 -0.22
H -1.43 3.38 -2.06
H -0.02 5.05 -3.49
H 1.59 4.15 -5.16
H 1.59 1.71 -5.69
H 0.36 0.10 -4.14
N 0.83 -6.94 3.52
C 1.38 -6.55 2.32
O 2.08 -7.30 1.64
C 1.05 -5.15 1.88
C 0.03 -4.36 2.43
C -0.25 -3.10 1.86
N 0.50 -2.58 0.88
C 1.40 -3.36 0.29
C 1.75 -4.63 0.78
H 1.10 -7.85 3.86
H 0.47 -6.29 4.19
H -0.58 -4.71 3.27
H -1.08 -2.51 2.26
H 1.91 -2.97 -0.59
H 2.53 -5.20 0.27
*
```